Record 1
The following is a quantum chemistry calculation of a cluster of 9 separate species, C50H51FN8O4S in total, from the Open Molecules 2025 dataset.

As for the net charge: 0. The multiplicity is 1. The lowest unoccupied orbital energy comes out at 0.5 eV. The HOMO-LUMO gap is 0.34844 Ha. The value obtained for the HOMO energy is -9.0 eV.

Last column: Löwdin charge in e.
Geometry (Å):
S  -3.4902  2.2208  2.0888  0.9522
F  -3.3402  -2.1724  0.8573  0.1186
O  -3.7976  0.6379  2.4714  -0.2851
O  -4.3366  2.9118  3.0164  -0.3679
O  -1.9788  2.3775  2.6646  -0.3145
O  -3.7700  -2.2561  2.9854  0.1987
N  3.3896  6.3676  3.3950  0.0510
N  5.1285  -0.5157  0.6378  0.0560
N  12.2805  1.9696  -6.6993  0.0570
N  9.0190  2.0049  -2.6836  0.0485
N  -7.6542  -2.0892  0.7285  0.0660
N  -5.3973  -9.3026  1.4023  0.0527
N  -11.1428  -5.8408  -1.7414  0.0538
N  -8.9818  5.5222  1.9293  0.0466
C  -9.2032  -3.3356  2.0669  -0.0877
C  -9.6873  4.7355  1.1193  -0.1660
C  9.9823  3.5904  -4.2039  -0.0704
C  3.4560  9.0175  2.5392  -0.0794
C  7.2846  -1.5174  -0.8125  -0.0757
C  -10.4669  -8.0559  -1.1242  -0.0740
C  -8.2305  2.8826  1.4537  -0.0762
C  2.5449  8.6087  3.4993  -0.0712
C  9.8083  3.0478  -2.9409  -0.1491
C  2.0002  0.9043  2.3973  -0.0278
C  9.3013  3.0183  -5.2647  -0.0908
C  -8.8925  -2.4871  1.0148  -0.1692
C  -5.9104  -8.1464  1.8185  -0.1631
C  -7.4821  3.6860  2.2992  -0.0665
C  -1.0733  3.0122  1.7249  -0.1915
C  2.5544  7.2789  3.8913  -0.1498
C  7.0500  -0.1530  -0.7528  -0.0685
C  -4.6094  -9.2663  0.3298  -0.1579
C  4.3333  8.0837  2.0125  -0.0713
C  13.2392  0.0390  -8.4618  -0.0813
C  -2.7604  -0.2650  2.1404  -0.1674
C  -5.6696  -6.9296  1.1988  -0.0743
C  4.3255  1.4429  3.1495  -0.0578
C  12.3752  -0.3086  -7.4362  -0.0715
C  8.3697  1.4682  -3.7169  -0.1605
C  13.1127  2.2867  -7.6895  -0.1547
C  -4.8472  -6.9100  0.0843  -0.0739
C  4.2573  6.7779  2.4715  -0.1499
C  0.3380  2.6367  2.0757  -0.2138
C  0.7097  1.2917  2.0567  -0.0290
C  -8.1692  -3.7950  2.8670  -0.0834
C  -9.4361  -6.1704  -0.0900  -0.0673
C  5.9629  0.2914  -0.0152  -0.1440
C  11.9262  0.6913  -6.5868  -0.1541
C  -10.2548  -5.3670  -0.8692  -0.1501
C  -9.3581  3.4159  0.8495  -0.0794
C  -9.5470  -7.5453  -0.2230  -0.0753
C  13.6176  1.3651  -8.5941  -0.0742
C  5.3694  -1.8237  0.5664  -0.1549
C  -3.3461  -1.6457  2.0829  -0.4602
C  8.4775  1.9323  -5.0192  -0.0765
C  -4.3028  -8.1032  -0.3614  -0.0734
C  -6.8744  -3.3914  2.5842  -0.0743
C  1.2704  3.6031  2.4317  -0.0229
C  -11.2359  -7.1638  -1.8563  -0.1590
C  -6.6721  -2.5407  1.5076  -0.1393
C  6.4284  -2.3741  -0.1391  -0.0751
C  2.5605  3.2134  2.7642  -0.0328
C  -7.9021  4.9925  2.5022  -0.1525
C  2.9386  1.8708  2.7638  -0.2584
H  -6.5476  -8.2046  2.6949  0.1026
H  -6.5948  3.3103  2.7881  0.0702
H  2.2499  -0.1442  2.3773  0.1061
H  5.0754  1.9337  2.5372  0.0700
H  14.2894  1.6805  -9.3805  0.1007
H  -2.3418  -0.0227  1.1628  0.1212
H  1.8416  9.3036  3.9367  0.1018
H  1.8597  6.9182  4.6425  0.1067
H  8.1239  -1.9069  -1.3753  0.1059
H  9.4148  3.4086  -6.2672  0.1052
H  -0.0050  0.5376  1.7663  0.0939
H  -1.3075  2.7124  0.7053  0.1146
H  -1.1924  4.0894  1.8000  0.1206
H  5.0609  8.3590  1.2617  0.1014
H  4.6747  -2.4598  1.1053  0.1020
H  3.2948  3.9477  3.0550  0.0830
H  -10.5864  -9.1221  -1.2590  0.1002
H  -4.2062  -10.2215  0.0117  0.1016
H  -8.9245  -8.2079  0.3658  0.1001
H  -10.2003  -4.2869  -0.7957  0.0880
H  -6.1168  -6.0202  1.5786  0.0810
H  5.7438  1.3517  0.0595  0.1043
H  7.7294  0.6231  -3.4855  0.0926
H  13.6119  -0.7116  -9.1470  0.1051
H  0.9954  4.6460  2.4513  0.1037
H  6.5762  -3.4452  -0.1586  0.0996
H  3.4818  10.0473  2.2067  0.1056
H  4.5308  1.6318  4.2004  0.0821
H  -7.9388  1.8561  1.2680  0.1030
H  12.0550  -1.3317  -7.2957  0.1011
H  -1.9510  -0.2715  2.8654  0.1326
H  -9.9703  2.8234  0.1833  0.0978
H  -8.7307  -5.7302  0.6015  0.0809
H  7.6930  0.5519  -1.2644  0.0624
H  -4.6355  -5.9800  -0.4279  0.1065
H  -10.5605  5.1918  0.6653  0.0990
H  11.2464  0.4639  -5.7718  0.0991
H  -8.3700  -4.4587  3.6988  0.1084
H  7.9284  1.4534  -5.8184  0.1023
H  13.3857  3.3343  -7.7565  0.1022
H  4.4233  0.3763  3.0050  0.0500
H  -7.3468  5.6546  3.1577  0.1029
H  -5.6833  -2.2047  1.2496  0.0754
H  -9.6706  -2.1048  0.3626  0.1019
H  -10.2273  -3.6292  2.2538  0.1071
H  -6.0384  -3.7251  3.1831  0.0990
H  -3.6552  -8.1348  -1.2267  0.1001
H  10.6384  4.4362  -4.3516  0.1029
H  -11.9655  -7.5221  -2.5745  0.1014
H  4.9239  6.0152  2.0820  0.1047
H  10.3280  3.4633  -2.0846  0.1034

=====

Record 2
The following is a quantum chemistry calculation of a structure of composition C33H23F3N3SbTc, from the Open Molecules 2025 dataset.

Its expectation value of S² is 3.819. As for the net charge: +4. The multiplicity is 4. The lowest unoccupied orbital energy (alpha / beta) comes out at -13.9 / -15.4 eV. The HOMO-LUMO gap (alpha / beta) is 0.19438 / 0.13349 Ha. The value obtained for the HOMO energy (alpha / beta) is -19.2 / -19.1 eV.

Last column: Mulliken spin population.
Geometry (Å):
Sb  -2.1524  -0.3777  2.0771  -0.1589
Tc  -0.2025  0.4636  0.3329  2.1701
F  -3.5696  -6.3596  1.6749  -0.0016
F  -7.8842  1.4423  3.2248  0.0062
F  -0.1501  0.9296  7.7612  0.0945
N  -0.0769  -1.2331  -0.7344  0.0132
N  -1.2782  0.9612  -1.3815  -0.0468
N  1.2799  -0.5915  1.3714  -0.0174
C  -1.6775  -3.4521  2.4676  0.0037
C  -1.7227  2.2018  -1.6830  -0.0036
C  -2.2936  2.4983  -2.9032  0.0000
C  -1.3869  -0.0324  -2.3084  0.0073
C  0.1496  -3.4964  -2.2267  -0.0023
C  -6.1385  -0.0229  3.6390  -0.0026
C  1.5553  -1.8339  0.8783  0.0233
C  0.7562  -2.2081  -0.3127  0.0151
C  -4.8577  -0.4227  3.3364  0.0007
C  -2.5115  -2.4668  1.8736  -0.0209
C  -1.9578  0.2035  -3.5348  -0.0114
C  -4.1400  0.2708  2.3441  0.0389
C  -6.6763  1.0621  2.9431  0.0216
C  -1.3404  -1.0319  5.0170  -0.0082
C  -0.7243  -1.2991  -1.9182  0.0387
C  -3.2331  -5.1143  1.7253  -0.0078
C  3.0839  -0.8054  2.9236  -0.0045
C  -2.0317  -4.7707  2.4120  0.0000
C  0.8736  -3.3701  -1.0459  0.0001
C  -0.9301  -0.7063  6.2899  0.1589
C  2.0383  -0.0944  2.3722  0.0054
C  2.5801  -2.5902  1.3966  -0.0087
C  -1.3527  -0.0474  4.0136  0.2816
C  -3.7001  -2.8441  1.1776  -0.0035
C  -0.9667  1.2776  4.3029  -0.0325
C  -2.4203  1.4835  -3.8386  0.0236
C  -4.6908  1.3520  1.6484  -0.0076
C  -0.5556  1.6178  5.5694  0.1415
C  -0.6414  -2.4484  -2.6789  0.0048
C  -4.0714  -4.1561  1.1029  0.0014
C  -5.9717  1.7581  1.9535  0.0180
C  3.3548  -2.0737  2.4346  0.0212
C  -0.5381  0.6155  6.5502  0.2615
H  -0.9191  -1.4288  7.0967  -0.0011
H  4.1721  -2.6559  2.8425  -0.0003
H  -2.8583  1.6845  -4.8083  -0.0002
H  -1.4518  -5.5559  2.8854  -0.0001
H  -1.1540  -2.5199  -3.6293  0.0006
H  -2.6274  3.5062  -3.1128  0.0013
H  -6.7276  -0.5148  4.4026  -0.0001
H  -0.7810  -3.1692  3.0076  0.0021
H  -1.6196  2.9623  -0.9184  -0.0009
H  1.7869  0.8955  2.7342  -0.0128
H  -4.4200  -1.2462  3.8901  -0.0004
H  -1.6815  -2.0427  4.8208  -0.0049
H  -4.3466  -2.0884  0.7440  -0.0005
H  -0.2746  2.6273  5.8398  -0.0021
H  -4.1341  1.8908  0.8926  0.0056
H  0.2361  -4.3999  -2.8183  0.0004
H  1.5425  -4.1592  -0.7295  0.0002
H  -1.0349  2.0574  3.5489  -0.0009
H  3.6796  -0.3668  3.7128  0.0014
H  -2.0303  -0.5860  -4.2703  -0.0006
H  -4.9802  -4.4823  0.6093  -0.0001
H  2.8036  -3.5669  0.9883  -0.0003
H  -6.4410  2.5975  1.4557  0.0006

=====

E for the records above, in order: -3172.87672; -2054.64452 Eh
Molar mass for the records above, in order: 879.1; 738.3 g/mol